1.
Computed, not measured: a molecular structure, C37H35BrLuN6O3S3 at a distorted geometry, with wB97M-V/def2-TZVPD.

## Properties
E, hartree: -6989.31903
Frontier orbital gap (spin up / spin down), eV: 3.33 / 3.95
Total charge: -1

Geometry (Å):
H: -1.6202 -4.3829 3.7426
H: 1.2719 -5.9750 -2.4207
H: 3.1160 -0.1270 2.4861
C: -3.0299 2.5231 0.1588
H: 2.5138 4.2888 0.1108
H: 2.0094 6.6539 1.0617
S: 2.3921 3.0271 -2.9725
N: 1.3405 -2.4348 0.2851
H: -1.1711 0.4941 -1.9487
N: 0.3600 -1.5921 0.4281
C: 1.7644 2.3377 -1.5153
C: -1.1977 1.4008 -2.5281
N: 0.1733 -0.8832 -0.6949
C: 3.8171 1.2947 -1.7399
H: 0.8346 -4.8237 -1.1548
H: 3.3475 -4.5941 -2.8778
N: -2.2241 -1.1282 1.5738
Lu: -0.6224 0.4082 1.2332
C: -4.3943 1.7124 -1.6224
H: -2.5108 -3.1699 2.0246
C: 1.0746 -1.2840 -1.5529
H: 1.2264 -0.8951 -2.5380
H: 0.8595 -0.4875 5.4851
C: 0.3228 -2.5372 5.8285
H: 1.4268 -4.3416 -4.3509
C: -0.5594 2.5433 -2.1574
C: 1.2749 6.0428 0.5679
O: 1.2483 1.6205 3.6066
O: -0.2554 -0.0744 3.1561
Br: -0.3441 -5.2826 6.2343
C: 2.8986 -3.0530 -1.4796
C: -1.8265 2.7825 -4.2623
C: -3.0767 -1.0807 0.5202
C: 0.3292 -1.3487 5.0996
H: 3.6175 -2.3962 -1.9816
H: -5.4261 -0.6194 -2.5865
H: 4.5854 2.1946 -3.5911
H: 2.0930 -2.7365 -4.0540
H: -2.2848 3.1736 -5.1477
H: -0.5042 7.3216 0.6762
H: -3.6121 -3.1722 0.3117
C: 0.4609 4.1581 -0.5081
C: -4.5662 -1.9903 -1.1733
C: -3.8187 2.7712 -0.9543
C: -1.9849 -2.2471 2.2711
H: -3.9675 3.7866 -1.2918
C: -1.0810 -3.5289 4.1254
H: -2.6084 3.3393 0.7317
C: 1.5933 -3.5839 -3.5889
H: 0.6225 -3.2589 -3.2209
C: -4.7926 -0.7333 -1.7168
H: 2.4216 0.9404 -0.0434
O: 0.0515 1.9194 0.0659
H: 1.1473 2.8834 1.9765
C: -4.1942 0.3972 -1.1438
C: -0.3711 -3.6119 5.2919
N: 1.8262 -2.2594 -0.9747
S: -0.9269 5.1779 -0.4036
C: 1.5463 4.7552 0.0588
C: 1.0763 0.4543 2.7490
H: 2.4926 -0.6217 4.0648
C: -1.1377 -2.3154 3.3903
H: -5.0003 1.8769 -2.5038
H: 1.5951 3.6087 3.5574
C: -0.3337 -1.2372 3.8940
C: 1.6659 -5.2495 -1.7118
C: 3.8282 2.0871 -2.8409
H: 3.3730 -3.5122 -0.6081
C: -3.7554 -2.1732 -0.0755
C: 2.2392 -0.5172 3.0073
H: 0.8554 -2.6196 6.7629
H: -2.4966 0.7432 -4.1721
C: -1.9256 1.5401 -3.7306
C: 2.4359 -4.1583 -2.4518
C: 2.6341 1.4417 -0.9764
C: 1.7176 2.7418 2.9063
H: -5.0294 -2.8564 -1.6326
H: 4.6156 0.6189 -1.4858
H: 2.7868 2.6370 2.6603
N: -2.7508 1.2920 0.6045
H: 2.0044 -1.5004 2.5997
H: 2.3134 -5.7698 -1.0099
C: -0.0192 6.4082 0.3894
C: -3.3316 0.2373 -0.0164
S: -0.8350 3.8137 -3.3059
C: 0.3858 2.7155 -0.9796

=====

2.
Computed, not measured: a molecular structure, C37H35ClCoN2S2Si2 at a distorted geometry, with wB97M-V/def2-TZVPD.

## Properties
E, hartree: -4758.45161
Relative energy (zero: lowest compared OMol25 entry of this formula, charge and spin), eV: 0.000
Multiplicity: 5
Frontier orbital gap (spin up / spin down), eV: 6.73 / 6.47
Total charge: +1

Geometry (Å):
C: 1.2986 2.4169 -4.6377
H: 0.1348 -4.8884 -5.5266
S: 3.5152 -2.0802 5.0823
H: 1.0654 -3.1330 2.6534
C: 2.0669 0.0352 5.0313
H: 2.6783 0.5008 -2.5356
C: 0.4450 -1.5081 -5.1460
Co: -0.4131 -0.3447 4.0267
C: -0.1210 -3.7411 -0.2611
H: 2.3844 2.3043 -4.6149
C: -1.3144 -1.8127 3.0659
C: 1.4801 1.3332 4.9696
H: 1.6417 3.2017 -1.1971
Si: 1.0595 0.2626 -0.7198
C: -1.9266 -2.6605 -1.4587
H: 2.2474 -2.6731 -2.4883
C: -2.0462 -0.7835 5.0007
C: -0.6950 3.6076 -5.3355
H: -1.9409 -0.1659 1.6897
H: -2.8708 1.0156 3.9647
C: -2.3235 0.0843 3.8991
C: -0.9039 1.5916 -4.0094
C: 3.2925 -0.4154 5.4645
H: -1.1328 -2.8274 5.0681
H: -3.2764 2.7756 -0.4555
H: -2.2908 -0.5961 6.0428
C: 1.2295 -3.9077 -3.9388
H: 1.3226 4.1975 -5.8647
C: -1.3704 1.7723 -0.4785
Cl: 2.9940 0.1610 0.0975
H: 0.1581 -0.5720 -5.6274
C: 0.4945 1.4758 -3.9695
H: 0.3191 -4.6360 0.1823
C: 0.4486 -3.9327 -5.1004
H: -1.7822 0.8151 -0.1397
H: 4.0125 0.2153 5.9704
H: -2.2486 2.9054 3.6675
H: -2.3207 4.9477 -1.2322
H: -1.5272 0.8379 -3.5255
H: -0.9459 -2.5479 2.3569
C: -1.2578 -1.4331 -1.3642
C: 1.1491 -1.4778 -3.9254
H: 1.5126 -2.4316 0.3473
H: -1.2686 2.4635 2.2187
H: -1.8408 -4.7869 -1.0553
C: 1.4733 -3.3730 3.6441
N: 0.2481 1.3785 4.2792
C: 1.9331 2.5796 5.3430
C: -1.3421 -3.8212 -0.9431
H: -2.5819 2.7827 -4.6454
C: -1.8591 -0.5489 2.7052
C: -0.1683 2.6300 4.0462
C: 0.5525 -2.5163 -0.1712
C: -1.4244 -1.9608 4.4853
C: -2.2061 2.8768 -0.6395
C: -0.0049 1.8791 -0.7674
C: 1.9438 -2.1513 4.3383
H: -1.1647 4.4323 -5.8754
H: 1.5355 -4.8427 -3.4634
C: 0.6997 3.4756 -5.3284
C: 1.6149 -2.6897 -3.3789
C: -1.6660 4.0945 -1.0637
H: 0.1405 5.1744 -1.5614
C: -1.2831 3.0372 3.1570
H: -2.9063 -2.7032 -1.9330
H: -0.4957 -2.7441 -6.6445
C: -0.2841 4.2186 -1.2562
C: 0.0813 -2.7325 -5.7173
N: 1.2964 -0.9803 4.4184
H: 0.5018 0.2367 0.6909
S: 0.8754 3.8112 4.7939
H: -1.7242 -0.5320 -1.7756
H: 0.7116 -3.8933 4.2427
H: -1.1702 4.1031 2.9214
H: 2.8437 2.7306 5.9028
C: 0.0151 -1.3835 -0.7920
C: -1.4933 2.6788 -4.6594
Si: 1.2841 0.1120 -2.9956
H: 2.3314 -4.0433 3.5150
C: 0.5591 3.1193 -1.0635

=====

3.
Computed, not measured: a molecular structure, C37H35ClN2S2Si2Sn at a distorted geometry, with wB97M-V/def2-TZVPD.

## Properties
E, hartree: -3590.12875
Relative energy (zero: lowest compared OMol25 entry of this formula, charge and spin), eV: 0.000
Frontier orbital gap, eV: 4.66

Geometry (Å):
Cl: -1.8779 2.6468 -0.8660
H: -0.1528 -1.4174 1.0816
Sn: -0.3968 1.4473 2.3020
C: 3.5304 1.6261 -4.8185
H: 3.6806 -1.4935 -0.7916
H: 2.3829 -1.2385 2.3441
H: 5.2313 0.8967 -5.9322
C: -1.5209 -4.3753 -4.2816
C: 3.0154 -0.6334 -0.9084
H: 0.6821 2.5503 -1.2985
H: -2.4672 0.4942 -2.0851
H: -0.9263 0.7165 0.3136
C: 0.3167 -3.6992 -2.8386
H: 1.1720 -3.9880 -2.2227
C: -0.4564 -4.7068 -3.4303
C: 2.6174 1.7578 -0.7872
H: -1.2278 -0.9808 -4.2511
Si: -1.3034 0.4744 -1.1950
C: -2.8719 -1.8583 -0.9186
C: -1.2086 -3.2794 0.8259
C: -2.2625 -3.9257 0.1817
H: -2.1632 -1.2442 2.7391
C: -2.0642 3.6368 4.0356
C: 1.8535 -0.4715 2.9125
C: 0.8932 4.8630 2.1722
C: -2.1835 4.8880 4.6154
H: -2.4799 -4.9741 0.3970
C: 0.4330 0.5405 4.4190
N: -0.9912 3.5357 3.1382
N: -2.4020 1.2509 3.6665
H: 0.6384 5.6258 1.4185
C: 1.9614 -0.0912 -4.1485
H: -2.9566 5.1356 5.3307
H: 0.3909 -1.6780 4.1068
C: 3.7040 -0.6041 -5.7489
C: -1.0299 -2.0229 -3.9746
H: 3.0302 2.7412 -0.5469
C: -0.9523 -1.9355 0.5326
C: 2.3505 1.2687 -4.1690
C: 0.6474 0.3600 -1.3919
H: 1.4308 2.5729 4.2711
C: 1.2977 1.6411 -1.1998
C: 1.5934 -0.8769 -0.9972
S: -0.9488 5.9475 4.0459
C: 1.3193 1.5619 3.8781
H: 4.5129 0.8199 -0.3916
C: -3.7844 2.2219 5.2548
H: -3.5912 -1.2688 -1.4808
C: -2.7890 2.4308 4.3211
C: -3.0345 0.1788 4.0971
H: -2.6287 -2.7655 -5.2231
H: -2.4172 -1.8284 4.4131
C: -1.8173 -3.0302 -4.5492
C: 2.5546 -0.9987 -5.0593
C: -3.0938 -3.2178 -0.6963
C: 0.7998 -0.7089 3.8270
H: -3.8116 -1.6159 3.3105
H: 1.2013 3.9449 1.6500
H: 1.7506 2.0168 -3.6471
H: 1.7354 5.2318 2.7804
C: 0.0487 -2.3475 -3.1357
H: 4.1988 -1.3345 -6.3773
H: -0.2212 0.6760 5.2794
H: 3.0076 1.3775 2.3929
C: 4.2290 0.6770 -5.5680
C: -2.8336 -1.2112 3.6044
C: -1.7014 -1.2782 -0.4504
H: 1.1973 -1.7753 -0.5059
Si: 1.0697 -0.8527 -2.7537
H: -3.9273 -3.7114 -1.1949
H: 2.1050 -1.9864 -5.1805
H: 3.9121 2.6340 -4.6933
H: -4.2061 3.0119 5.8666
H: -2.1402 -5.1614 -4.7316
S: -4.2168 0.5446 5.3212
C: -0.2901 4.6483 3.0497
C: 2.1855 0.9007 2.9280
H: -0.5974 -3.8027 1.5623
C: 3.4762 0.6540 -0.7030
H: -0.2115 -5.7588 -3.2425

=====

4.
Computed, not measured: a molecular structure, C37H35CoN6O2S4, with wB97M-V/def2-TZVPD.

## Properties
E, hartree: -4885.60901
Relative energy (zero: lowest compared OMol25 entry of this formula, charge and spin), eV: 0.000
Multiplicity: 2
Frontier orbital gap (spin up / spin down), eV: 6.62 / 6.90
Total charge: -1

Geometry (Å):
N: 2.2699 -1.3197 1.4355
H: -6.0526 3.6051 -0.5905
C: 0.0987 -2.5859 -3.1436
C: -1.0362 -0.6938 1.1307
C: -0.6333 2.8674 1.1385
C: 1.5706 2.9221 1.4556
H: 0.2074 -5.5399 -0.6629
S: 1.0725 4.2107 2.5138
S: -1.3488 -0.9701 -1.4633
H: -1.7050 5.3698 3.1864
N: -0.3505 -0.0429 2.0808
C: -1.7402 4.5604 2.4681
C: -0.5020 -2.4765 -1.9000
C: 2.5909 -3.9841 2.1465
H: -1.8454 1.6782 -0.1401
C: 2.9892 1.4453 0.2556
Co: 1.2471 0.7318 -0.2314
C: -0.4653 -3.5377 -1.0066
H: -3.8488 4.6354 2.2609
S: 1.2472 1.9867 -2.3455
N: 0.6011 2.3148 0.8392
H: 6.2024 3.1310 1.7720
N: 2.0978 -0.6860 -1.3091
H: 0.4792 2.2966 -5.1507
H: 1.2347 -3.8384 -4.4508
C: 2.6216 -3.6023 0.8195
H: 2.6183 -5.9460 -2.9222
N: 2.2758 -0.5114 -2.6540
C: -1.8537 2.4735 0.5904
H: -0.0944 0.3963 4.0616
H: -0.9296 -3.4455 -0.0319
H: 3.9509 3.9204 2.4547
C: 1.9051 0.6580 -3.1332
C: -2.0771 -1.5784 1.5058
C: 1.5358 2.2366 -5.4012
C: 0.1782 -4.7117 -1.3630
H: -5.2667 1.3381 -0.9840
C: -4.2712 1.5831 -0.6061
H: -4.4773 4.2881 -1.0208
C: 2.4476 -2.2530 0.4998
N: -0.6100 -0.3946 -0.1576
H: -2.6389 -2.1098 0.7573
H: 4.4116 0.2600 -0.8470
H: 1.6676 2.2759 -6.4832
C: 0.7471 -3.7635 -3.4852
H: 1.3023 -6.4071 -3.9938
H: 2.3674 -3.2620 4.1706
H: -4.7701 1.2900 2.0613
C: 2.4828 -1.8406 -0.9015
H: 2.0642 3.0633 -4.9326
C: -5.2440 2.1607 1.6035
H: -5.2324 4.7065 0.5208
H: -3.6573 1.8883 -1.4558
H: 2.7118 -5.0248 2.4217
C: -5.0766 3.8982 -0.1959
H: -1.9278 -1.0877 4.8632
C: 2.9323 2.5016 1.1836
C: -0.5786 3.9157 2.0572
C: -4.3853 2.6865 0.4441
S: 2.2178 0.6568 -4.8830
C: -3.0192 3.1017 0.9890
H: 2.0974 -0.9031 3.4290
C: -2.9415 4.1410 1.9361
H: -6.2291 1.8621 1.2354
H: 2.8477 -2.5476 -1.6425
O: -2.7183 -1.3644 -1.2006
C: -0.6844 -0.1865 3.3571
H: -3.8398 0.6674 -0.2006
H: 6.3942 1.3134 0.1022
C: 0.7991 -4.8382 -2.6037
C: 1.5372 -6.0976 -2.9744
C: 4.0571 3.1110 1.7385
O: -1.1341 -0.0630 -2.5555
H: 2.7593 -4.3262 0.0264
H: 0.0777 -1.7421 -3.8188
H: 1.2823 -6.9172 -2.3021
C: 5.3116 2.6755 1.3575
C: 2.3999 -3.0119 3.1188
C: -1.6968 -1.0088 3.8097
C: 2.2467 -1.6967 2.7050
H: -5.3858 2.9174 2.3777
H: -3.1907 -2.3992 3.1207
C: -2.3900 -1.7246 2.8389
C: 5.4120 1.6478 0.4194
C: 4.2800 1.0502 -0.1156

=====

5.
Computed, not measured: a molecular structure, C37H35CoN6O2S4, with wB97M-V/def2-TZVPD.

## Properties
E, hartree: -4885.61186
Relative energy (zero: lowest compared OMol25 entry of this formula, charge and spin), eV: 0.195
Multiplicity: 4
Frontier orbital gap (spin up / spin down), eV: 7.02 / 7.31
Total charge: -1

Geometry (Å):
C: 4.7269 -1.4584 1.4380
H: -4.4680 3.7944 -0.6620
H: -4.8536 -0.0677 3.0805
C: 0.4478 2.0614 -1.5628
C: 4.4513 -0.0299 -0.6356
C: 6.5857 -0.0047 0.6608
H: 7.1351 0.4093 -0.1864
C: -3.7679 -0.2770 -2.4145
H: 5.4467 -2.0547 2.0031
C: -1.8191 2.1604 3.6881
H: 5.9229 0.4110 -2.1516
C: -0.9318 2.5205 -1.3693
H: -3.4760 0.7252 -2.1286
C: -2.8308 3.8181 -2.0504
H: -3.3811 2.3003 0.9227
C: -2.8327 2.5899 0.0315
S: -3.5296 -1.6240 1.0329
C: 5.9420 -2.0404 -0.6498
C: -4.2800 -1.1280 -1.4360
H: -4.7937 -3.8704 -3.3548
C: 3.1461 0.1876 -0.2404
Co: -0.4463 0.7467 1.0447
C: -0.9394 -2.5911 -1.8749
N: -1.7500 1.1922 2.7797
C: -3.6248 -0.7277 -3.7156
C: 4.0865 1.3673 -2.6088
N: -0.3015 -1.1528 -0.0926
H: 0.3268 -4.3405 0.7332
C: -3.4647 3.4374 -0.8692
H: -3.3291 4.4682 -2.7592
H: 2.7376 -0.2190 0.6728
H: 4.3446 -0.6793 2.1002
C: -1.5507 3.3578 -2.2999
H: 1.1364 -2.6735 2.5445
H: -0.6308 -4.6919 -1.5445
H: 6.6303 -2.6523 -0.0613
H: -1.0352 3.6530 -3.2095
H: -1.1318 -0.4392 -1.8189
C: -0.0006 -3.5047 0.1281
C: 2.8055 3.0163 4.9642
H: -2.9694 3.2016 5.1657
C: 4.9007 0.5685 -1.8294
N: 0.7164 -0.6657 2.2767
C: -4.0159 0.5843 3.2747
H: -0.9206 2.7576 3.7967
H: 3.8925 -2.1089 1.1657
H: 5.1205 -2.6753 -0.9877
C: -4.6555 -2.4207 -1.7853
H: -2.7688 -2.4436 -5.8176
S: 1.4091 2.1499 2.3476
N: 1.3490 -0.3498 3.4382
S: 2.4515 1.2562 5.0574
H: -5.0701 -3.0689 -1.0231
C: -3.9803 -2.0267 -4.0795
H: -3.2194 -0.0553 -4.4651
C: -0.8076 -1.3355 -1.3015
C: 0.6910 -1.8952 1.9281
H: 4.4675 1.8176 -3.5166
H: -4.3959 -1.8924 -6.1943
C: 2.3124 0.9882 -1.0181
H: -4.9800 1.7557 4.7701
H: 1.8911 3.6014 4.9012
C: -0.5299 -3.6929 -1.1391
H: 6.2272 0.8265 1.2704
C: 5.4106 -0.8775 0.1990
C: 0.1020 -2.2096 0.6227
H: -4.1381 -3.5358 -5.6087
H: 3.4325 3.2447 4.1059
S: 1.4988 2.5350 -2.8903
C: -4.0667 1.5940 4.2091
N: 1.0027 1.2736 -0.7058
C: -2.9544 2.4045 4.4357
O: -4.6027 -2.0056 1.9622
C: 1.6426 0.9326 3.5122
O: -4.4160 -0.6700 -0.1601
H: -1.3798 -2.6914 -2.8572
H: 3.3356 3.2554 5.8867
C: 2.7751 1.5808 -2.1927
N: -2.5478 -0.5365 1.6025
C: -1.5427 2.0834 -0.1776
C: -4.4986 -2.8589 -3.0948
C: -2.8187 0.3970 2.5591
H: 6.4773 -1.6850 -1.5316
H: 7.2823 -0.5963 1.2603
C: -3.8123 -2.5008 -5.4999

=====

Among the records above, which one has the lowest E?
C37H35BrLuN6O3S3